1) Entry from the OMol25 dataset: the molecule C2H4N2OS (ωB97M-V/def2-TZVPD).

The charge is 0. The highest occupied orbital energy comes out at -8.94 eV. As for the SMILES: N/N=C/SC=O.

Geometry (Å):
S 1.55 1.18 -0.16
O 3.38 -0.75 -0.17
N -0.71 -0.29 -0.31
N -2.02 -0.43 0.01
C 2.23 -0.49 0.13
C -0.17 0.84 0.00
H -2.49 -0.97 -0.72
H -2.45 0.46 0.18
H 1.48 -1.16 0.57
H -0.80 1.61 0.47

2) Entry from the OMol25 dataset: the molecule C2H4N2OS (ωB97M-V/def2-TZVPD).

The charge is 0. The highest occupied orbital energy comes out at -8.69 eV. As for the SMILES: O=CN/C=N\S.

Geometry (Å):
S -2.19 -0.85 0.01
O 0.50 -1.62 -0.47
N -1.73 0.68 -0.24
N 0.77 0.56 0.02
C -0.60 1.16 -0.26
C 1.21 -0.71 0.00
H -0.65 2.29 -0.41
H 1.60 1.14 0.44
H 2.10 -1.09 0.53
H -1.01 -1.56 0.37

3) Entry from the OMol25 dataset: the molecule C2H4N2OS (ωB97M-V/def2-TZVPD).

The charge is 0. The highest occupied orbital energy comes out at -9.59 eV. As for the SMILES: [H]/N=C(/N)SC=O.

Geometry (Å):
S 0.28 -0.71 -0.45
O 2.69 0.14 0.34
N -2.03 -0.79 0.61
N -1.38 1.40 -0.12
C 1.47 0.44 0.17
C -1.21 -0.01 -0.07
H 1.04 1.44 0.66
H -2.37 1.84 0.04
H -0.77 1.76 -0.81
H -1.58 -1.72 0.60

4) Entry from the OMol25 dataset: the molecule C2H4N2OS (ωB97M-V/def2-TZVPD).

The charge is 0. The highest occupied orbital energy comes out at -8.64 eV. As for the SMILES: [H]/N=C1\NSCO1.

Geometry (Å):
S -1.31 0.71 1.07
O -0.22 -0.93 -0.59
N 0.31 0.94 0.52
N 1.50 0.20 -1.49
C -1.04 -1.02 0.50
C 0.61 0.12 -0.60
H -0.55 -1.56 1.32
H 1.98 1.09 -1.37
H -2.00 -1.45 0.19
H 0.71 1.89 0.45

Top of the stability list: 4), leading by 0.454 eV.

1) Entry from the OMol25 dataset: a cluster of 2 separate species, C2H4N2OS in total (ωB97M-V/def2-TZVPD).

The charge is 0. The highest occupied orbital energy comes out at -9.21 eV.

Geometry (Å):
S -1.37 0.00 -0.46
O -2.25 -0.03 0.70
N -0.11 1.15 -0.21
N 1.18 -0.62 0.26
C -0.01 -1.29 -0.16
C 1.07 0.64 0.20
H -0.20 2.65 -0.29
H 1.88 1.29 0.47
H -0.35 -1.99 0.60
H 0.16 -1.81 -1.11

2) Entry from the OMol25 dataset: the molecule C2H4N2OS (ωB97M-V/def2-TZVPD).

The charge is 0. The highest occupied orbital energy comes out at -8.89 eV. As for the SMILES: N/N=C/OC=S.

Geometry (Å):
S 2.31 -0.69 2.67
O 0.12 -0.69 1.38
N -0.12 0.25 -0.72
N -0.91 0.51 -1.83
C 1.44 -0.50 1.35
C -0.66 -0.26 0.33
H -1.92 0.77 -1.70
H -0.36 1.19 -2.36
H -1.73 -0.47 0.47
H 1.83 -0.11 0.40

3) Entry from the OMol25 dataset: the molecule C2H4N2OS (ωB97M-V/def2-TZVPD).

The charge is 0. The highest occupied orbital energy comes out at -9.33 eV. As for the SMILES: [H]/N=C\N(O)C=S.

Geometry (Å):
S 2.68 -0.35 -0.07
O 0.51 1.68 -0.05
N -1.97 -0.86 -0.08
N 0.13 0.37 -0.01
C 1.08 -0.59 0.01
C -1.25 0.18 -0.06
H 1.41 1.71 0.30
H -1.69 1.13 -0.26
H 0.64 -1.57 -0.05
H -1.54 -1.71 0.27

4) Entry from the OMol25 dataset: the molecule C2H4N2OS (ωB97M-V/def2-TZVPD).

The charge is 0. The highest occupied orbital energy comes out at -9.05 eV.

Geometry (Å):
S 1.85 0.45 1.82
O 1.89 1.84 2.24
N -0.51 -0.57 1.94
N 0.43 -0.32 2.64
C -0.44 -0.27 0.53
C 0.89 0.39 0.20
H -0.60 -1.22 0.01
H 0.80 1.41 -0.15
H -1.31 0.36 0.32
H 1.49 -0.20 -0.48

Top of the stability list: 2), leading by 0.125 eV.

1) Entry from the OMol25 dataset: the molecule C2H3NO2S2 (ωB97M-V/def2-TZVPD).

The charge is 0. The highest occupied orbital energy (spin up / spin down) comes out at -9.83 / -9.82 eV. As for the SMILES: CC(=S)N=S(=O)=O.

Geometry (Å):
S 0.82 -1.18 0.91
S 1.24 -0.33 -1.94
O 0.40 -1.40 -2.42
O 2.26 -0.76 -0.88
N 0.16 0.61 -0.97
C -1.09 0.68 1.05
C -0.14 0.05 0.13
H -0.83 0.12 2.04
H -0.72 1.74 1.21
H -2.10 0.48 0.88

2) Entry from the OMol25 dataset: a structure of composition C2H3NO2S2 (ωB97M-V/def2-TZVPD).

The charge is 0. The highest occupied orbital energy comes out at -8.90 eV.

Geometry (Å):
S -0.68 -1.13 -1.57
S 1.25 1.15 -1.95
O 1.62 1.02 0.67
O -0.71 -0.21 2.00
N -0.87 -0.63 0.83
C 0.86 0.76 -0.31
C -0.27 -0.25 -0.23
H -0.17 0.53 1.87
H 0.50 0.03 -2.25
H -1.52 -1.28 0.93

3) Entry from the OMol25 dataset: the molecule C2H3NO2S2 (ωB97M-V/def2-TZVPD).

The charge is 0. The highest occupied orbital energy comes out at -8.90 eV. As for the SMILES: O=C(O)C(=S)NS.

Geometry (Å):
S 0.05 1.91 1.92
S 2.19 -0.14 0.42
O 0.54 -1.76 -1.63
O -1.38 -0.72 -1.09
N -0.30 0.76 0.68
C -0.05 -0.95 -0.96
C 0.57 -0.06 0.09
H -1.26 0.74 0.41
H 1.34 1.54 1.92
H -1.71 -1.31 -1.77

Top of the stability list: 3), leading by 3.321 eV.

1) Entry from the OMol25 dataset: a cluster of 2 separate species, C10H16OS in total (ωB97M-V/def2-TZVPD).

The charge is 0. The highest occupied orbital energy comes out at -8.11 eV. As for the SMILES: Cc1ccc(O)cc1.CCSC.

Geometry (Å):
S 3.73 -0.06 -0.14
O -1.88 1.13 2.80
C 2.21 0.00 1.19
C 2.87 -0.41 -1.81
C -1.46 -1.33 0.39
C -1.89 0.57 1.64
C -2.32 0.49 -0.65
C -1.70 -0.72 -0.87
C -0.96 -1.14 -2.13
C 1.44 1.16 0.87
C -2.45 1.18 0.51
C -1.35 -0.72 1.62
H 2.17 1.94 0.46
H 3.83 -0.35 -2.46
H 0.84 1.69 1.67
H -0.88 -1.12 2.64
H -1.04 -2.42 0.37
H 0.69 0.79 0.09
H 2.63 0.15 2.12
H -2.97 0.94 -1.47
H 2.53 -1.38 -1.93
H -2.38 1.97 2.86
H 2.18 0.30 -1.98
H -1.11 -0.29 -2.86
H -1.41 -2.01 -2.66
H 1.72 -1.10 1.14
H -3.10 2.03 0.52
H 0.08 -1.28 -1.92

2) Entry from the OMol25 dataset: a cluster of 2 separate species, C10H16OS in total (ωB97M-V/def2-TZVPD).

The charge is 0. The highest occupied orbital energy comes out at -8.25 eV. As for the SMILES: CCc1ccc(O)cc1.CSC.

Geometry (Å):
S 2.88 0.52 0.14
O -0.01 -2.81 1.46
C -2.35 -0.62 -0.28
C -0.76 0.65 1.02
C -2.80 1.85 -1.96
C 2.36 -1.01 -0.59
C -0.27 -0.48 1.62
C -1.90 -1.77 0.39
C -1.91 1.88 -0.72
C -0.77 -1.71 1.17
C 4.58 0.55 0.81
C -1.64 0.57 -0.07
H -2.36 2.63 0.00
H 1.24 -0.95 -0.53
H 0.59 -0.58 2.25
H -0.98 2.27 -1.17
H -2.32 1.68 -2.94
H -3.47 2.70 -1.99
H 5.39 -0.04 0.38
H 2.59 -1.19 -1.67
H -0.44 1.65 1.31
H -3.60 1.10 -2.02
H 2.54 -1.94 -0.03
H 4.91 1.59 0.77
H 4.54 0.48 1.91
H -2.29 -2.72 0.11
H -3.24 -0.70 -0.89
H -0.51 -3.62 1.54

Top of the stability list: 2), leading by 1.655 eV.

1) Entry from the OMol25 dataset: a cluster of 2 separate species, C10H16OS in total (ωB97M-V/def2-TZVPD).

The charge is 0. The highest occupied orbital energy comes out at -8.40 eV. As for the SMILES: CCc1ccc(O)cc1.CSC.

Geometry (Å):
S -1.01 -0.97 -1.67
O -2.88 0.69 2.62
C -1.61 0.72 2.07
C -0.74 -0.33 2.34
C 3.49 -0.05 1.00
C 2.32 0.74 0.40
C -0.91 0.12 -3.12
C -1.19 1.81 1.33
C 0.55 -0.33 1.86
C 0.96 0.75 1.06
C 0.12 1.83 0.87
C -1.80 -2.43 -2.39
H -1.53 -3.33 -1.83
H -1.12 -1.06 3.05
H -1.78 -0.06 -3.76
H -2.88 -2.35 -2.39
H -0.90 1.13 -2.72
H 1.27 -1.13 1.99
H 0.01 -0.11 -3.67
H -1.92 2.57 1.10
H 2.16 0.37 -0.62
H 3.97 0.57 1.77
H 3.16 -0.93 1.55
H -3.49 0.28 2.00
H -1.45 -2.53 -3.42
H 0.47 2.66 0.25
H 4.09 -0.40 0.16
H 2.66 1.77 0.19

2) Entry from the OMol25 dataset: a cluster of 2 separate species, C10H16OS in total (ωB97M-V/def2-TZVPD).

The charge is 0. The highest occupied orbital energy comes out at -8.43 eV. As for the SMILES: CCc1ccc(O)cc1.CSC.

Geometry (Å):
S 3.33 0.65 -2.15
O -0.45 -2.22 4.06
C -1.32 -0.88 0.76
C -1.07 0.47 0.96
C -0.73 -1.37 3.03
C 4.01 -0.92 -2.72
C -0.50 -0.01 3.25
C -1.28 1.46 -0.15
C -0.68 0.90 2.23
C -2.71 1.80 -0.60
C -1.09 -1.80 1.77
C 1.63 0.37 -2.66
H -1.31 -2.85 1.59
H 3.59 -1.75 -2.14
H 1.38 -0.64 -2.32
H -1.72 -1.21 -0.20
H 1.41 0.34 -3.73
H -3.18 2.51 0.09
H -0.28 0.31 4.26
H -0.63 1.97 2.42
H -2.65 2.34 -1.55
H -0.63 1.23 -1.01
H 5.08 -0.89 -2.57
H -0.72 -3.12 3.84
H 3.83 -1.08 -3.78
H -3.37 0.94 -0.71
H -0.89 2.43 0.18
H 0.93 1.02 -2.15

Top of the stability list: 2), leading by 0.178 eV.

1) Entry from the OMol25 dataset: the molecule C4H7N3 (ωB97M-V/def2-TZVPD).

The charge is 0. The highest occupied orbital energy comes out at -9.64 eV. As for the SMILES: Cc1cnn(C)n1.

Geometry (Å):
N -0.06 0.53 1.51
N 0.35 1.27 0.45
N 0.66 0.50 -0.63
C 0.74 -1.96 -1.05
C -0.03 -0.70 1.09
C 0.48 -0.73 -0.24
C -0.79 2.21 0.26
H -0.07 -2.67 -0.85
H 1.67 -2.44 -0.74
H -0.52 -1.48 1.66
H -1.66 1.70 0.66
H -0.63 3.14 0.80
H -0.94 2.38 -0.80
H 0.79 -1.75 -2.12

2) Entry from the OMol25 dataset: the molecule C4H7N3 (ωB97M-V/def2-TZVPD).

The charge is 0. The highest occupied orbital energy (spin up / spin down) comes out at -7.48 / -7.49 eV.

Geometry (Å):
N -1.09 0.70 -1.22
N -1.19 1.69 -0.46
N -0.80 1.43 0.91
C 0.79 -0.95 -0.76
C 1.15 -0.05 0.49
C -0.70 -0.56 -1.07
C -0.15 0.25 1.19
H 1.38 -0.89 -1.70
H 1.42 0.95 0.27
H 1.78 -0.53 1.10
H -1.35 -1.16 -1.72
H -0.48 -0.57 1.79
H 0.73 -1.98 -0.42
H -1.48 1.65 1.61

3) Entry from the OMol25 dataset: the molecule C4H7N3 (ωB97M-V/def2-TZVPD).

The charge is 0. The highest occupied orbital energy comes out at -8.18 eV.

Geometry (Å):
N -2.58 0.20 -0.63
N -0.95 0.74 -1.55
N 1.32 0.34 -0.77
C -2.00 -0.37 0.42
C -0.66 -0.16 0.54
C 2.17 -0.09 0.35
C -0.07 0.35 -0.65
H -0.17 -0.07 1.49
H 1.78 -1.02 0.77
H -3.51 -0.22 -0.83
H -2.53 -1.02 1.10
H 1.77 0.98 -1.41
H 2.24 0.65 1.16
H 3.18 -0.30 0.00

Top of the stability list: 1), leading by 2.005 eV.

1) Entry from the OMol25 dataset: the ion C2H8N3 with charge +1 (ωB97M-V/def2-TZVPD).

The charge is +1. The highest occupied orbital energy comes out at -14.10 eV. As for the SMILES: C/C(N)=N/[NH3+].

Geometry (Å):
N -0.48 1.14 -0.22
N 1.90 0.05 0.23
N 0.85 -0.97 0.05
C -0.43 -0.17 -0.09
C -1.63 -0.91 0.08
H -1.44 1.47 -0.21
H -2.48 -0.15 0.38
H 2.69 -0.49 0.67
H 1.53 0.85 0.81
H -1.39 -1.45 1.03
H -1.79 -1.62 -0.76
H 0.15 1.80 -0.67
H 2.43 0.53 -0.66

2) Entry from the OMol25 dataset: the ion C2H8N3 with charge +1 (ωB97M-V/def2-TZVPD).

The charge is +1. The highest occupied orbital energy comes out at -14.90 eV. As for the SMILES: [NH3+]CN1CN1.

Geometry (Å):
N -1.04 -0.69 -0.49
N -0.51 0.72 -0.28
N 1.59 -0.44 -0.39
C -1.81 0.13 0.52
C 0.76 0.57 0.41
H -1.75 -0.07 1.62
H 0.77 -1.16 -0.52
H 1.82 -0.04 -1.31
H 2.53 -0.67 0.03
H 1.18 1.50 0.26
H -2.70 0.67 0.08
H 0.72 0.17 1.46
H -1.56 -0.67 -1.37

Top of the stability list: 1), leading by 0.617 eV.

1) Entry from the OMol25 dataset: a cluster of 2 separate species, C2H8N3 in total (ωB97M-V/def2-TZVPD).

The charge is +1. The highest occupied orbital energy (spin up / spin down) comes out at -12.91 / -12.91 eV.

Geometry (Å):
N 2.31 0.05 0.36
N -1.50 -1.35 -0.13
N -0.90 -0.41 0.50
C -1.25 0.99 0.23
C 1.28 -0.32 -0.27
H -2.16 1.28 0.70
H -1.32 1.21 -0.84
H 2.33 0.84 1.02
H -0.49 1.61 0.76
H 3.32 0.08 0.04
H 1.28 -0.86 -1.31
H -0.83 -2.10 -0.13
H -2.09 -1.04 -0.95

2) Entry from the OMol25 dataset: the ion C2H8N3 with charge +1 (ωB97M-V/def2-TZVPD).

The charge is +1. The highest occupied orbital energy (spin up / spin down) comes out at -15.96 / -15.96 eV. As for the SMILES: [H]/N=[N+](\N)CC.

Geometry (Å):
N -1.40 1.08 0.23
N -0.38 0.45 0.79
N -0.39 -0.21 2.05
C 0.79 0.33 -0.05
C 0.83 -1.02 -0.76
H 0.77 1.20 -0.66
H -2.36 1.04 0.51
H -1.34 0.03 2.43
H 1.26 -1.89 -0.13
H 1.70 0.43 0.38
H 1.32 -1.03 -1.65
H -0.11 -1.34 -1.04
H -1.48 1.65 -0.57

3) Entry from the OMol25 dataset: the ion C2H8N3 with charge +1 (ωB97M-V/def2-TZVPD).

The charge is +1. The highest occupied orbital energy comes out at -15.26 eV. As for the SMILES: CNC(N)=[NH2+].

Geometry (Å):
N 0.55 1.40 0.38
N -0.44 -0.80 -0.09
N -1.03 0.95 -1.29
C 0.55 -1.44 0.82
C -0.23 0.51 -0.31
H 0.04 -2.44 0.98
H 1.43 1.16 1.04
H -1.52 0.42 -1.84
H 0.80 -0.93 1.80
H 0.73 2.13 -0.19
H -1.39 -1.09 -0.01
H 1.54 -1.70 0.35
H -1.02 1.81 -1.64

4) Entry from the OMol25 dataset: a cluster of 2 separate species, C2H8N3 in total (ωB97M-V/def2-TZVPD).

The charge is +1. The highest occupied orbital energy (spin up / spin down) comes out at -14.31 / -14.31 eV.

Geometry (Å):
N 1.10 0.06 0.00
N 2.30 0.33 0.02
N 0.15 0.85 -0.17
C -2.32 0.35 -0.09
C 0.75 -1.32 0.27
H -2.41 0.43 -1.18
H -0.26 -1.32 0.51
H 1.39 -1.73 0.96
H 2.37 1.37 -0.32
H -1.85 -0.39 0.52
H 0.43 1.80 -0.15
H 1.02 -1.76 -0.67
H -2.67 1.32 0.28

Top of the stability list: 3), leading by 3.861 eV.